No. 1
# C3H5N3

C3H5N3 as an isolated structure (ωB97M-V with the def2-TZVPD basis set, OMol25).

## Properties
**LUMO energy**: 0.40 eV
**HOMO**: -7.0839 eV
**Kohn-Sham gap**: 7.49 eV
**E**: -7655.546 eV

The geometry in XYZ format:
```
11
Properties=species:S:1:pos:R:3:forces:R:3
N -1.855730 -0.610348 -0.014511 0.0 0.0 0.1
C -0.668423 0.097651 -0.004911 0.2 0.3 -0.1
C 0.601273 -0.477695 -0.431741 0.2 -0.1 -0.1
N 1.786739 -0.090101 0.200789 0.0 0.2 0.0
N 2.050422 1.054652 0.579347 -0.2 -0.4 -0.2
C -0.212886 1.310873 0.033710 -0.2 -0.1 0.0
H -2.663062 -0.097440 0.310967 0.1 -0.1 -0.1
H -1.773082 -1.528666 0.400953 0.0 0.1 0.0
H 0.677321 -1.124880 -1.302808 0.0 0.1 0.1
H 2.407358 -0.885963 0.425732 0.0 0.1 0.0
H -0.349926 2.351919 -0.197528 0.1 -0.1 0.1
```
Forces are in eV/Å.

natural (NBO) atomic charge list, values in e, 5 entries: -0.7995, 0.0336, -0.2102, -0.2668, -0.2308

No. 2
# C10H10N2O2

One molecule with the formula C10H10N2O2 in a non-equilibrium geometry (ωB97M-V with the def2-TZVPD basis set, OMol25).

## Properties
**LUMO energy (alpha / beta)**: 0.49 / 0.49 eV
**HOMO (alpha / beta)**: -7.9271 / -7.9281 eV
**Kohn-Sham gap (alpha / beta)**: 8.42 / 8.42 eV
**E**: -17602.273 eV
**SMILES**: C=C[C@@H]1O[N+]([O-])=C(N)c2ccccc21

The geometry in XYZ format:
```
24
Properties=species:S:1:pos:R:3:forces:R:3
C -2.131578 -2.180994 -1.047972 -1.9 -0.7 -1.0
C -0.991784 -2.123536 -0.375636 -1.8 1.7 -0.1
C -0.586686 -1.197011 0.738869 -2.2 -2.4 2.5
O -1.729163 -0.436002 1.216373 0.7 0.8 -0.8
N -1.957822 0.729784 0.428001 1.9 -0.5 0.3
O -3.129795 0.980613 0.206425 -1.2 0.5 -0.3
C -0.886184 1.369202 0.037349 0.1 0.9 0.0
N -1.030319 2.446051 -0.815756 -2.0 0.7 -1.3
C 0.486712 0.926143 0.269784 0.1 -0.9 -0.1
C 1.627617 1.712562 0.015544 -1.3 -2.2 0.8
C 2.850306 1.129045 0.103206 1.4 -0.4 -0.3
C 3.017333 -0.222985 0.375186 -1.4 1.5 0.1
C 1.936124 -0.957136 0.663040 -3.0 -3.2 0.3
C 0.655751 -0.410787 0.550591 0.2 0.5 0.9
H -2.992366 -1.472639 -0.958249 1.0 -0.5 0.2
H -2.384803 -3.080621 -1.737567 0.8 1.7 1.2
H -0.350321 -2.888070 -0.562670 2.2 -2.1 -0.4
H -0.639914 -1.901572 1.691449 1.2 1.1 -1.8
H -1.999582 2.659116 -1.067850 0.1 -1.0 0.1
H -0.752783 3.367272 -0.565710 1.2 0.4 0.9
H 1.374210 2.652416 -0.272054 0.3 2.9 -0.8
H 3.821468 1.551146 -0.090417 -0.2 1.1 -0.2
H 3.964066 -0.587931 0.311713 2.5 -1.2 0.1
H 1.829505 -2.064064 0.886357 1.2 1.3 -0.2
```
Forces are in eV/Å.

natural (NBO) atomic charge list, values in e, 5 entries: -0.3691, -0.2348, 0.0335, -0.3597, 0.3475

No. 3
# C20H27BrFNO2S7SbTc

C20H27BrFNO2S7SbTc as an isolated structure (ωB97M-V with the def2-TZVPD basis set, OMol25).

## Properties
**Charge**: +2
**LUMO energy**: -6.97 eV
**HOMO**: -13.6016 eV
**Kohn-Sham gap**: 6.63 eV
**E**: -184092.137 eV

The geometry in XYZ format:
```
61
Properties=species:S:1:pos:R:3:forces:R:3
Tc 0.295475 -0.726670 0.828543 -0.2 0.1 0.8
C 3.507166 -4.949895 3.032740 0.0 0.0 0.0
C 2.482929 -3.872871 3.218978 -0.1 0.1 0.0
C 1.919893 -3.590104 4.458649 0.0 0.0 0.0
C 0.985077 -2.572412 4.592231 0.0 0.0 -0.1
C 0.658431 -1.886501 3.446480 0.0 0.0 0.0
Br -0.570269 -0.433539 3.419132 0.1 0.0 -0.1
N 1.158087 -2.130652 2.239583 0.1 -0.2 0.1
C 2.060327 -3.113057 2.135309 0.0 0.0 0.1
H 3.616177 -5.545533 3.935463 0.0 0.0 0.0
H 4.479391 -4.517259 2.794451 0.0 0.0 0.0
H 3.228601 -5.615322 2.215516 0.0 0.0 0.0
H 2.211981 -4.163150 5.329051 0.0 0.0 0.0
H 0.536584 -2.323501 5.541874 0.0 0.0 0.0
H 2.444393 -3.293297 1.142544 0.0 0.0 0.0
S 1.654765 -3.126648 -1.413929 0.9 0.0 -0.2
Sb -0.473240 -4.166113 -1.294401 -0.6 -0.4 -0.1
S 0.794139 -1.213298 -1.324418 0.1 0.2 -0.6
S -1.217016 -2.575113 0.417725 -0.1 0.4 0.4
S -0.675018 -4.451035 1.107500 0.0 -0.2 0.0
C 0.527593 -1.006136 -5.618680 -0.1 0.0 -0.1
O 0.881262 -0.922072 -4.218404 0.1 0.1 0.2
C 1.726549 0.027457 -3.881999 0.0 -0.1 0.0
S 2.450886 1.145019 -4.790430 0.0 0.1 0.0
S 2.211719 0.046825 -2.165226 -0.2 -0.1 -0.1
H -0.182559 -1.824969 -5.680728 0.0 0.0 0.0
H 1.419326 -1.208846 -6.208454 0.0 0.0 0.0
H 0.074467 -0.069779 -5.939411 0.0 0.0 0.0
F 5.580304 2.226820 1.292694 0.0 0.0 0.0
C 4.493781 1.457917 1.205109 0.0 0.0 0.0
C 3.279134 1.963608 1.626273 0.0 0.0 0.0
C 2.158656 1.144113 1.548035 -0.1 -0.1 -0.1
C 2.246928 -0.138446 0.995335 0.1 0.1 0.0
C 3.489603 -0.618891 0.600598 -0.1 0.0 0.0
C 4.623312 0.173797 0.710804 0.0 0.0 0.0
H 3.226369 2.960662 2.041381 0.0 0.0 0.0
H 1.220061 1.538248 1.929732 0.0 0.0 0.0
H 3.598319 -1.613883 0.186706 0.0 0.0 0.0
H 5.598573 -0.182431 0.409553 0.0 0.0 0.0
C 0.408968 4.910375 -2.504692 0.0 0.0 0.0
C -0.457308 3.653875 -2.492230 0.0 0.0 0.0
C -0.375729 2.976986 -1.129226 0.0 -0.1 0.1
S -1.329902 1.453771 -1.095092 0.1 -0.1 -0.1
O -0.900453 0.799368 0.267073 -0.1 0.1 -0.1
C -2.988939 2.069561 -0.762652 0.0 0.0 0.0
C -3.226966 2.537073 0.675327 0.0 0.0 0.0
C -3.786097 1.431021 1.563425 0.0 0.0 0.0
H 0.361967 5.393644 -3.478053 0.0 0.0 0.0
H 1.451550 4.666613 -2.301722 0.0 0.0 0.0
H 0.073730 5.629257 -1.757939 0.0 0.0 0.0
H -0.114627 2.958010 -3.262134 0.0 0.0 0.0
H -1.491426 3.913266 -2.730602 0.0 0.0 0.0
H -0.721193 3.614452 -0.313021 0.0 0.0 0.0
H 0.645831 2.654363 -0.915531 0.0 0.0 0.0
H -3.667644 1.263181 -1.040874 0.0 0.0 0.0
H -3.109595 2.863583 -1.503996 0.0 0.0 0.0
H -3.931638 3.368346 0.633011 0.0 0.0 0.0
H -2.308520 2.939221 1.107327 0.0 0.0 0.0
H -4.745126 1.076567 1.185289 0.0 0.0 0.0
H -3.948376 1.796192 2.576187 0.0 0.0 0.0
H -3.106560 0.577277 1.608927 0.0 0.0 0.0
```
Forces are in eV/Å.

natural (NBO) atomic charge list, values in e, 5 entries: 0.3350, -0.6409, -0.0152, -0.1173, -0.2361

No. 4
# C7H7N3O2

One molecule with the formula C7H7N3O2 in a non-equilibrium geometry (ωB97M-V with the def2-TZVPD basis set, OMol25).

## Properties
**LUMO energy**: 0.01 eV
**HOMO**: -7.8123 eV
**Kohn-Sham gap**: 7.82 eV
**E**: -15929.084 eV
**SMILES**: NC1=C([N+](=O)[O-])N2[C@H]1[C@@H]1C=C[C@@H]12

The geometry in XYZ format:
```
19
Properties=species:S:1:pos:R:3:forces:R:3
N -2.446405 -1.189628 -0.584241 -2.2 -1.2 1.5
C -1.362912 -0.497307 -0.228606 1.0 0.9 2.0
C -0.994136 0.265060 0.912603 1.5 -2.2 -2.8
N -1.487785 0.405054 2.202767 -0.4 1.0 -0.8
O -1.138417 1.401384 2.821414 0.1 -0.5 0.5
O -2.342088 -0.408137 2.536178 -0.2 -0.3 0.5
N 0.004657 0.996727 0.204803 0.0 1.3 1.2
C -0.294730 0.259113 -1.033375 -1.1 0.7 1.2
C 1.190114 0.128412 -1.305591 3.0 -0.4 0.7
C 2.167662 -0.886217 -0.648877 -0.2 -2.6 -1.9
C 2.553638 -0.070706 0.320781 -0.6 -1.3 1.1
C 1.548341 0.950629 0.036333 -1.3 2.1 -2.6
H -3.164094 -1.466490 0.197567 2.0 0.9 -2.2
H -2.743056 -1.207275 -1.558766 0.2 -0.2 0.7
H -0.860552 0.938136 -1.640298 0.0 0.2 -1.2
H 1.726420 0.521871 -2.188591 -1.2 -0.1 0.0
H 2.506774 -1.958052 -1.028145 -0.7 2.4 1.0
H 3.256489 -0.192988 1.112892 0.4 0.1 0.4
H 1.880081 2.010414 -0.128847 -0.3 -0.9 0.6
```
Forces are in eV/Å.

natural (NBO) atomic charge list, values in e, 5 entries: -0.7910, 0.2440, 0.0916, 0.4997, -0.3887